ORCA calculation (ωB97M-V with the def2-TZVPD basis set) on an isolated molecule of C9H9N3O2 at a distorted geometry.

Each line ends with the Löwdin charge.
Element x y z (Å)
C -0.432 -0.578 3.257  0.00
C 0.233 -1.273 2.089  -0.54
O 0.801 -2.366 2.281  0.03
N 0.266 -0.682 0.890  0.17
C 0.537 -1.467 -0.416  -0.44
O -0.195 -2.636 -0.510  0.10
N 1.989 -1.679 -0.593  0.14
N 2.482 -0.802 -1.346  0.10
C 1.501 0.077 -1.838  -0.19
C 1.485 1.240 -2.590  -0.02
C 0.294 1.840 -2.952  -0.10
C -0.905 1.216 -2.670  -0.10
C -0.960 0.114 -1.854  -0.05
C 0.222 -0.434 -1.436  -0.13
H -0.451 0.543 3.093  0.09
H -1.466 -0.847 3.676  0.11
H 0.290 -0.849 4.006  0.07
H -0.385 0.087 0.854  0.13
H -0.241 -2.996 0.337  0.06
H 2.458 1.763 -2.941  0.15
H 0.307 2.832 -3.427  0.11
H -1.882 1.685 -3.138  0.15
H -1.926 -0.527 -1.689  0.16

Energy above the lowest of the compared OMol25 structures with the same formula, charge and spin, kcal per mole: 82.95
SMILES: CC(=O)N[C@]1(O)N=Nc2ccccc21
HOMO-LUMO gap, Eh: 0.33259
DFT total energy, eV: -18042.157